{
  "formula": "C18H24N6SbSe4Ti",
  "method": "ωB97M-V with the def2-TZVPD basis set",
  "total_energy_ev": -319031.172,
  "molar_mass_g_mol": 809.9,
  "lumo_ev": -3.74,
  "gap_ev": 5.76,
  "total_charge": 1,
  "species": ["Sb", "Se", "Se", "Se", "Se", "Ti", "N", "N", "N", "N", "N", "N", "C", "C", "C", "C", "C", "C", "C", "C", "C", "C", "C", "C", "C", "C", "C", "C", "C", "C", "H", "H", "H", "H", "H", "H", "H", "H", "H", "H", "H", "H", "H", "H", "H", "H", "H", "H", "H", "H", "H", "H", "H", "H"],
  "positions_angstrom": [[3.093, 4.224, -2.465], [3.139, 2.303, -3.942], [0.955, 4.956, -1.754], [3.375, 2.430, 0.256], [5.072, 5.351, -2.063], [1.755, 0.991, -0.100], [2.185, 0.001, -1.875], [0.235, 1.040, 1.336], [-2.524, -3.326, -0.288], [2.508, -0.644, 0.992], [-1.205, -1.623, 0.286], [0.117, 1.495, -1.157], [1.734, -0.646, 2.276], [-0.379, 2.376, 1.002], [-3.238, -1.763, 3.417], [-2.934, -2.957, 0.977], [-2.099, -1.889, 1.329], [-4.062, -2.835, 3.043], [-0.966, 1.681, -3.194], [2.251, -1.706, -0.026], [-3.926, -3.451, 1.817], [2.800, -1.274, -1.406], [0.025, 1.103, -2.422], [-1.508, -2.503, -0.634], [-1.820, 2.590, -2.571], [1.030, 0.709, 2.549], [0.974, -0.045, -2.756], [-0.708, 2.310, -0.501], [-2.257, -1.280, 2.577], [-1.734, 2.894, -1.210], [-2.594, 3.062, -3.161], [-1.642, -0.448, 2.894], [-1.277, 2.559, 1.591], [-2.908, -4.059, -0.860], [0.398, 0.622, 3.436], [2.396, -0.881, 3.107], [3.503, -0.543, 1.160], [-3.381, -1.308, 4.387], [0.436, -0.976, -2.557], [1.753, 1.506, 2.719], [-2.431, 3.578, -0.747], [-1.081, 1.439, -4.241], [-4.820, -3.183, 3.731], [1.166, -1.823, -0.078], [1.278, -0.018, -3.801], [2.624, -2.077, -2.124], [-4.562, -4.277, 1.527], [3.876, -1.105, -1.352], [2.668, -2.663, 0.293], [-1.019, -2.595, -1.592], [-0.453, 0.309, 1.152], [0.980, -1.431, 2.204], [2.850, 0.633, -2.378], [0.350, 3.167, 1.195]]
}